No. 1
Computed, not measured: 2 unconnected molecules or ions with the total composition C4H11N3O2, with the ωB97M-V functional and the def2-TZVPD basis.

Summary:
Multiplicity   1
E_LUMO   -0.55 eV
Total charge   0
Gap between HOMO and LUMO   6.09 eV
HOMO level   -6.64 eV
ΔE to the lowest compared entry with this formula, charge and spin   46.0 kcal/mol

Each line ends with the natural charge from an NBO analysis.
Element x y z (Å)
C1 -2.91999 1.08489 -2.29440  -0.4214
C2 -1.00136 1.40740 -0.77437  0.6664
N1 -0.32203 1.02137 0.29954  -0.7183
N2 -2.08473 0.72184 -1.15239  -0.5626
N3 -0.60392 2.47243 -1.45381  -0.7698
H1 -0.60259 0.26117 0.84896  0.4612
H2 0.47376 1.55934 0.56200  0.4208
H3 -2.28509 -0.10898 -0.67593  0.4219
H4 -1.10503 2.76636 -2.23527  0.4094
H5 0.21045 2.98880 -1.16444  0.4240
H6 -3.53248 0.24377 -2.57518  0.2412
H7 -2.25488 1.43671 -3.12064  0.1983
H8 -3.60171 1.92243 -2.01978  0.2102
C3 1.74389 -2.35786 0.21064  -0.7327
C4 1.87021 -1.71504 1.61146  0.7576
O1 0.89346 -1.04686 2.02790  -0.8580
O2 2.91563 -1.89243 2.25700  -0.7443
H9 0.97279 -1.88710 -0.32495  0.1721
H10 1.45619 -3.42141 0.34975  0.2134
H11 2.71407 -2.27258 -0.29701  0.2106

No. 2
Computed, not measured: 2 unconnected molecules or ions with the total composition C4H11N3O2, with the ωB97M-V functional and the def2-TZVPD basis.

Summary:
Multiplicity   1
E_LUMO   0.83 eV
Total charge   0
Gap between HOMO and LUMO   9.21 eV
HOMO level   -8.37 eV
ΔE to the lowest compared entry with this formula, charge and spin   81.9 kcal/mol

Each line ends with the natural charge from an NBO analysis.
Element x y z (Å)
C1 1.77444 1.58692 1.07160  -0.4263
N1 1.11485 0.81525 0.12136  -0.5964
C2 1.86067 0.01694 -0.64301  0.5959
N2 3.21705 0.19273 -1.08338  -0.8686
N3 1.16751 -1.18991 -1.11555  -0.8258
H1 1.32971 1.04431 2.08259  0.1864
H2 1.75518 2.66357 0.86750  0.2008
H3 2.86666 1.22711 1.17454  0.1623
H4 3.66609 -0.65720 -1.51802  0.4008
H5 3.58455 1.07094 -1.17983  0.3991
H6 1.49040 -1.39880 -2.01570  0.3633
H7 0.22087 -1.09362 -0.92553  0.4074
C3 -3.91518 -0.69978 0.35201  -0.7315
C4 -2.50931 -0.30773 0.11502  0.7993
O1 -2.08206 0.06499 -0.95577  -0.5753
O2 -1.67254 -0.50356 1.20032  -0.7312
H8 -4.38971 -0.67636 1.38648  0.2436
H9 -3.93646 -1.72356 -0.18360  0.2517
H10 -4.62224 -0.13780 -0.21363  0.2446
H11 -0.92049 -0.29442 1.46259  0.4998

No. 3
Computed, not measured: 2 unconnected molecules or ions with the total composition C4H11N3O2, with the ωB97M-V functional and the def2-TZVPD basis.

Summary:
Multiplicity   1
E_LUMO   0.83 eV
Total charge   0
Gap between HOMO and LUMO   9.78 eV
HOMO level   -8.95 eV
ΔE to the lowest compared entry with this formula, charge and spin   23.4 kcal/mol

Each line ends with the natural charge from an NBO analysis.
Element x y z (Å)
H1 1.86096 -0.91324 -1.09003  0.3412
N1 0.98065 -0.48296 -0.84103  -0.7809
C1 -0.06632 -1.18877 -0.99498  0.5924
N2 -0.03380 -2.52295 -1.34799  -0.8225
N3 -1.32285 -0.64088 -0.84283  -0.6794
C2 -1.65732 0.59379 -1.51722  -0.4012
H2 -0.83658 -3.12542 -1.26448  0.3899
H3 0.80019 -3.02027 -1.07692  0.3759
H4 -1.89604 -0.84093 -0.04582  0.4091
H5 -2.42106 1.10006 -0.92969  0.2071
H6 -2.11232 0.41512 -2.49690  0.1842
H7 -0.80368 1.20894 -1.67189  0.1897
C3 1.60141 0.82998 2.33518  -0.7262
C4 0.34572 1.29468 1.65442  0.8218
O1 -0.74794 0.84657 1.87132  -0.6027
O2 0.58534 2.27166 0.75627  -0.7058
H8 1.33725 0.27317 3.23037  0.2255
H9 2.19144 1.70464 2.58625  0.2311
H10 2.13647 0.11320 1.71743  0.2487
H11 0.05847 2.08361 -0.03147  0.5021

No. 4
Computed, not measured: 2 unconnected molecules or ions with the total composition C4H11N3O2, with the ωB97M-V functional and the def2-TZVPD basis.

Summary:
Multiplicity   1
E_LUMO   0.66 eV
Total charge   0
Gap between HOMO and LUMO   9.63 eV
HOMO level   -8.97 eV
ΔE to the lowest compared entry with this formula, charge and spin   54.1 kcal/mol

Each line ends with the natural charge from an NBO analysis.
Element x y z (Å)
C1 -2.39544 -1.26933 0.75841  -0.4365
N1 -1.13703 -1.19483 0.11672  -0.5241
C2 -0.89987 -1.08176 -1.17023  0.5762
N2 0.39039 -1.04094 -1.75681  -0.8301
N3 -1.95323 -0.95045 -2.12627  -0.8835
H1 -3.16202 -2.01180 0.34258  0.1939
H2 -2.97511 -0.26603 0.71608  0.1980
H3 -2.31036 -1.64089 1.88113  0.1920
H4 1.01475 -0.62981 -0.95284  0.3915
H5 0.48828 -0.36493 -2.55702  0.3763
H6 -1.89771 0.07713 -2.29671  0.3698
H7 -1.78300 -1.40590 -3.07365  0.3768
C3 2.98847 1.74393 1.12663  -0.7291
C4 1.47839 1.42179 1.22364  0.7932
O1 0.62073 1.99597 0.54988  -0.6010
O2 1.22875 0.32577 1.99034  -0.6739
H8 3.13909 1.92865 -0.00088  0.2348
H9 3.74123 1.13898 1.46460  0.2316
H10 3.10802 2.73754 1.45235  0.2424
H11 0.31565 0.48691 2.31207  0.5019

No. 5
Computed, not measured: a gas-phase ion, C4H11N3O4P (charge +1), with the ωB97M-V functional and the def2-TZVPD basis.

Summary:
Multiplicity   1
E_LUMO   -5.05 eV
Total charge   +1
Gap between HOMO and LUMO   8.75 eV
HOMO level   -13.80 eV

Each line ends with the natural charge from an NBO analysis.
Element x y z (Å)
N1 0.82874 -3.13164 0.29345  -0.7920
C1 -0.07296 -2.16698 0.07389  0.7354
N2 -0.14605 -1.18087 0.98226  -0.5225
C2 -0.16527 0.14010 0.22046  0.2461
C3 -0.00673 1.30837 1.18857  -0.8416
P1 0.96210 2.72838 0.51174  2.3275
O1 2.00213 3.08943 1.43824  -1.0612
O2 -0.04766 3.95294 0.26409  -0.9398
O3 1.65660 2.36275 -0.90270  -0.9419
O4 -1.36725 0.13772 -0.46088  -0.4878
C4 -1.33845 -0.80958 -1.48560  0.0734
N3 -0.87179 -2.15178 -1.04593  -0.6396
H1 1.77662 -2.85153 0.49898  0.4374
H2 0.55782 -4.10573 0.30637  0.4424
H3 0.65388 -1.23496 1.61145  0.4070
H4 0.66887 0.06363 -0.49142  0.1680
H5 -0.98625 1.59726 1.57539  0.2824
H6 0.56525 0.93143 2.03695  0.2756
H7 -0.90704 3.60249 -0.02571  0.4950
H8 1.02855 1.90369 -1.48447  0.4805
H9 -0.77773 -0.46173 -2.35826  0.1941
H10 -2.36568 -0.92271 -1.82919  0.2258
H11 -1.64771 -2.80070 -0.91768  0.4357

No. 6
Computed, not measured: a single C4H11N3OS molecule, with the ωB97M-V functional and the def2-TZVPD basis.

Summary:
Multiplicity   1
E_LUMO (alpha / beta)   0.75 / -0.15 eV
Total charge   0
Gap between HOMO and LUMO (alpha / beta)   8.50 / 6.81 eV
HOMO level (alpha / beta)   -7.75 / -6.97 eV
ΔE to the lowest compared entry with this formula, charge and spin   72.0 kcal/mol

Each line ends with the natural charge from an NBO analysis.
Element x y z (Å)
C1 -0.61368 1.69739 -0.29246  -0.2320
C2 0.60111 0.71390 -0.29445  -0.1191
C3 1.71667 1.27577 0.63341  -0.5867
C4 0.02965 -2.89345 0.43152  -0.4180
N1 -1.68999 1.29742 -1.12689  -0.8516
N2 0.25274 -0.48479 0.37177  -0.2704
N3 0.27926 -1.64654 -0.27296  -0.3784
O1 -3.24245 0.67086 0.69097  -0.8455
S1 -2.66666 0.04564 -0.47735  1.1368
H1 -0.90723 1.72091 0.78778  0.2282
H2 -0.15502 2.63797 -0.55400  0.2024
H3 1.04770 0.50612 -1.20048  0.1599
H4 2.39409 0.54657 0.87337  0.2101
H5 1.32934 1.57746 1.60183  0.2165
H6 2.27140 2.17039 0.08685  0.1918
H7 -0.86655 -3.35567 0.08632  0.1979
H8 0.87051 -3.53709 0.30498  0.1956
H9 -0.05653 -2.67587 1.52794  0.2243
H10 -1.43523 1.40962 -2.14478  0.3987
H11 0.84087 -1.67660 -1.03337  0.3393

Q: Which value of total charge does entry 2 give?
A: 0